Formula: C11H11BrF6MnN6O2Sb
Source: OMol25
Level of theory: wB97M-V/def2-TZVPD

- total charge = 0
- total energy (eV) = -148834.2927
- HOMO (spin up / spin down) (eV) = -9.274 / -9.275
- 2S+1 = 5
- HOMO-LUMO gap (spin up / spin down) (eV) = 7.435 / 8.894
- relative energy (zero: lowest compared OMol25 entry of this formula, charge and spin) (kcal/mol) = 0.0

Last column: natural (NBO) charge in e.
Geometry (Å):
Mn1 -1.01061 0.31333 -0.46330  1.45
N1 2.79385 1.09420 0.90132  -0.48
C1 3.22864 0.82278 -0.38074  -0.06
C2 2.13291 0.41881 -1.07326  -0.05
N2 1.05013 0.44730 -0.23245  -0.53
C3 1.47241 0.87167 0.94068  0.37
C4 0.48206 1.09103 1.97685  0.32
N3 -0.77873 0.92762 1.64933  -0.52
C5 -1.51900 1.18656 2.76624  -0.02
C6 -0.68078 1.51675 3.78571  -0.07
N4 0.59555 1.45125 3.26807  -0.48
H1 3.34800 1.51368 1.62710  0.43
H2 4.25485 0.94751 -0.67302  0.23
H3 2.03362 0.12092 -2.10190  0.25
H4 -2.59265 1.12594 2.75451  0.24
H5 -0.86568 1.79493 4.80680  0.23
H6 1.44175 1.65124 3.77131  0.42
F1 -0.89429 2.18443 -1.11931  -0.68
Sb1 -0.45931 4.08538 -0.63150  3.18
F2 -1.49208 3.78839 0.90918  -0.67
F3 1.02769 3.40555 0.33062  -0.70
F4 -1.96584 4.56794 -1.61776  -0.66
F5 0.61355 4.07817 -2.16354  -0.67
F6 -0.02987 5.84253 -0.15961  -0.67
Br1 -3.34379 0.22329 -0.62458  -0.34
C7 -0.20997 -3.60696 -3.27662  -0.39
N5 -0.48814 -3.27992 -1.88421  -0.42
C8 -0.70133 -4.24208 -0.92156  0.08
C9 -0.98162 -3.93893 0.35138  -0.37
C10 -1.07958 -2.54117 0.77475  0.63
O1 -1.30909 -2.18031 1.91150  -0.59
N6 -0.87880 -1.63598 -0.25833  -0.67
C11 -0.58714 -1.96206 -1.53340  0.76
O2 -0.41772 -1.03733 -2.34900  -0.69
H7 -0.19919 -4.68884 -3.38040  0.21
H8 0.75479 -3.20255 -3.57663  0.22
H9 -0.97665 -3.18466 -3.92285  0.23
H10 -0.62349 -5.26251 -1.27103  0.21
H11 -1.14444 -4.70791 1.08968  0.24